DFT (ωB97M-V with the def2-TZVPD basis set) results for one molecule with the formula C19H20N2O.

Output
LUMO energy = 0.51 eV
SMILES = Cc1ccc2[nH]c(-c3ccccc3)c(CN(C)C)c(=O)c2c1
HOMO energy = -0.29380 Ha
HOMO-LUMO gap = 8.51 eV

Structure (ORCA input):
```
! wB97M-V def2-TZVPD RIJCOSX def2/J DEFGRID3
* xyz 0 1
O 2.75224 0.89861 -0.30719
N -1.26273 0.71851 -0.75632
N 1.80451 -1.51395 1.66251
C 0.72272 2.04422 -0.68376
C 0.60106 4.43173 -1.07523
C -1.95606 -3.84943 -1.13674
C -1.40484 -1.63521 -0.37387
C 0.60738 -1.78866 2.42122
C -1.15932 -2.72111 -1.20865
C -0.56864 -0.41784 -0.44696
C 1.33153 3.29601 -0.79519
C -2.47660 -1.68879 0.51222
C -3.00699 -3.90449 -0.23599
C 1.53219 0.85083 -0.38809
C -3.26824 -2.82085 0.58516
C 1.25361 5.77515 -1.19364
C -0.66242 1.94422 -0.86049
C 0.77355 -0.38928 -0.23075
C -1.40862 3.09067 -1.14762
C 2.89604 -2.37395 2.05958
C -0.78165 4.30984 -1.25082
C 1.56957 -1.58101 0.22535
H 0.85121 6.45982 -0.44766
H 2.70040 -3.43907 1.84930
H -1.75710 -4.68829 -1.78712
H 2.32744 5.69607 -1.04949
H 3.06765 -2.25825 3.12900
H -2.67603 -0.84795 1.16231
H -3.62345 -4.78895 -0.17711
H 0.83278 -1.70712 3.48363
H -2.47793 3.00829 -1.28590
H 1.06357 6.20527 -2.17639
H -1.36496 5.19225 -1.47212
H 0.19608 -2.79454 2.22421
H -2.25681 0.64762 -0.92299
H 3.79726 -2.07009 1.53030
H -0.15383 -1.05083 2.17382
H 2.54512 -1.52266 -0.26351
H 1.07976 -2.52907 -0.05382
H 2.40130 3.33840 -0.65341
H -0.35100 -2.66914 -1.92309
H -4.08972 -2.85696 1.28530
*
```

Atom charges from the Löwdin analysis, given in e for atoms 1 to 6: number 1, O, carries 0.06; number 2, N, carries 0.14; number 3, N, carries -0.25; number 4, C, carries -0.06; number 5, C, carries -0.27; number 6, C, carries -0.07

DFT (ωB97M-V with the def2-TZVPD basis set) results for a 8-piece molecular cluster, C24H69N5O8 overall at a distorted geometry.

Output
LUMO energy = 0.66 eV
SMILES = COC[C@H](C)N.COC[C@H](C)N.COC[C@H](C)N.COC[C@H](C)N.COC[C@H](C)N.CCO.CCO.O
HOMO energy = -0.31180 Ha
HOMO-LUMO gap = 9.14 eV

Structure (ORCA input):
```
! wB97M-V def2-TZVPD RIJCOSX def2/J DEFGRID3
* xyz 0 1
O 1.41878 -3.99415 2.94540
O 5.34605 -0.56675 -3.32986
O -1.03106 -2.15096 2.94458
O -0.54166 -0.26127 -0.32897
O -2.00416 3.19142 2.44121
O -2.19802 -1.56775 -5.55846
O -5.29725 0.68400 -0.40919
O 2.64421 1.25153 1.22845
N 1.63510 -1.40641 1.42852
N -3.01415 0.25292 -2.38442
N -0.36477 5.02363 0.90564
N 1.89528 -1.45189 -2.33671
N 0.17180 1.31903 2.67783
C 1.31105 2.09736 3.18039
C -3.40075 0.59501 1.01055
C -4.51948 -0.80457 -4.00449
C 4.01542 -1.85329 1.19184
C 2.61651 -2.48951 1.47660
C -2.60998 4.21232 1.60270
C -3.05285 -2.78943 4.06833
C 2.64428 -3.31211 2.76327
C 4.02168 -0.44148 -2.85172
C -3.09519 -0.72140 -3.46738
C -4.61205 1.40316 0.63226
C 2.34174 -1.29630 -4.64947
C 3.09809 2.33112 0.42940
C -1.27845 -1.48480 -6.60936
C -1.47974 3.33567 -0.50774
C -2.57327 3.18653 3.74699
C -1.65377 4.53722 0.45183
C 1.37430 -5.29213 2.39194
C -1.53478 -2.90915 3.99403
C 3.00892 -1.48194 -3.28395
C 2.63986 1.60052 2.61728
C -2.05594 -0.56231 -4.58086
C 5.52742 -0.39173 -4.71846
C 1.22376 2.12595 4.70691
H -1.01731 -2.69272 4.93751
H 3.41755 2.33793 2.82213
H 0.21181 0.16982 -0.74986
H 3.99032 -0.95136 0.58688
H 2.49286 -3.14966 0.61053
H 2.66287 -2.61316 3.60637
H 3.14295 1.91699 -0.57633
H -3.58446 -0.45289 0.75823
H -2.32457 0.00940 -1.68018
H -0.14556 -0.84548 0.33810
H -2.88072 -1.70283 -3.02332
H 1.76983 2.89949 5.24634
H -1.07897 2.50710 0.07653
H 4.59799 -2.52244 0.54553
H 3.13606 -1.22413 -5.40442
H 0.42856 0.90217 1.79156
H 1.81444 -0.37452 -4.91052
H -1.62215 -0.95873 -7.50537
H -0.31898 -1.02396 -6.35001
H 1.09568 -2.01191 -2.59486
H -5.18616 -1.20046 -3.23431
H -5.35327 1.62183 1.41229
H 3.51140 -2.45611 -3.22886
H -2.23864 2.28391 4.26275
H -3.10430 0.61008 2.05673
H -0.11225 4.34300 1.60923
H 2.11815 -0.53829 1.15772
H -0.28372 -2.54963 2.48669
H 2.87982 0.70029 3.19113
H 6.55161 -0.15287 -4.99830
H -3.55858 -3.10064 3.15453
H -2.82559 5.09250 2.21089
H 0.25879 4.95192 0.11376
H -2.57214 0.82021 0.34193
H 0.36543 -5.68032 2.27512
H -0.77333 3.56096 -1.31189
H -3.27166 -1.74739 4.31593
H -1.07857 -0.68590 -4.09465
H -2.20118 4.03904 4.31658
H 4.10181 2.69090 0.68558
H -1.36100 -3.99657 3.98107
H 0.18671 2.27247 5.01211
H 3.51850 -3.95716 2.88201
H 2.47208 3.21411 0.57420
H 3.68379 0.59741 -2.96046
H 5.28077 -1.34035 -5.20677
H -2.11398 5.31681 -0.16870
H 1.82141 -5.30729 1.39147
H -2.39544 3.12202 -1.06402
H 1.97509 -5.98233 2.99201
H -3.55790 -3.37974 4.83661
H -4.98433 0.16445 -4.21647
H 1.06094 3.07559 2.76905
H 4.60767 -1.70756 2.09752
H 4.17566 -0.52694 -1.77139
H -4.42364 2.42932 0.29319
H 1.68928 -2.09700 -5.00029
H -3.88445 0.18984 -1.86352
H -2.07903 0.44349 -5.01563
H 1.37817 -1.02673 2.34599
H -0.66952 1.90118 2.55048
H -1.03273 -2.50261 -6.91925
H -3.64890 3.04749 3.61087
H -3.51560 3.71979 1.24278
H -4.56104 -1.38068 -4.92666
H 1.42813 1.09182 4.99941
H 4.87055 0.38411 -5.12395
H -5.79326 1.29879 -0.95743
H 2.23939 -1.80395 -1.44682
*
```

Atom charges from the Löwdin analysis, given in e for atoms 1 to 6: number 1, O, carries -0.20; number 2, O, carries -0.18; number 3, O, carries -0.07; number 4, O, carries -0.08; number 5, O, carries -0.28; number 6, O, carries -0.18

DFT (ωB97M-V with the def2-TZVPD basis set) results for a 2-piece molecular cluster, C5H12O overall at a distorted geometry.

Output
LUMO energy (alpha / beta) = 0.98 / 0.98 eV
HOMO energy (alpha / beta) = -0.25802 / -0.26492 Ha
HOMO-LUMO gap (alpha / beta) = 8.00 / 8.19 eV

Structure (ORCA input):
```
! wB97M-V def2-TZVPD RIJCOSX def2/J DEFGRID3
* xyz 0 1
O -0.55691 -0.88415 1.10548
C -0.04748 -2.07530 1.22196
C 2.39691 -0.66441 -0.08664
C -1.52141 1.10337 0.16716
C -1.21687 1.99147 -1.04090
C -0.90418 -0.24719 0.03064
H 2.51264 -1.70260 -0.40569
H -0.88253 -0.80137 -0.90665
H -1.54078 1.51083 -1.97069
H -0.14453 2.19370 -1.12496
H 1.35589 -0.34354 -0.20244
H 0.23546 -2.36392 2.22076
H 2.69017 -0.57552 0.96176
H -2.61453 1.03001 0.28162
H 0.10299 -2.67601 0.33190
H -1.14616 1.57477 1.08323
H 3.02423 -0.01840 -0.70363
H -1.74288 2.94826 -0.96292
*
```

Atom charges from the Löwdin analysis, given in e for atoms 1 to 6: number 1, O, carries -0.10; number 2, C, carries -0.06; number 3, C, carries -0.05; number 4, C, carries -0.24; number 5, C, carries -0.12; number 6, C, carries -0.20

DFT (ωB97M-V with the def2-TZVPD basis set) results for C19H22N3O3PtSi as an isolated structure.

Output
LUMO energy = 2.47 eV
HOMO energy = -0.16882 Ha
HOMO-LUMO gap = 7.07 eV

Structure (ORCA input):
```
! wB97M-V def2-TZVPD RIJCOSX def2/J DEFGRID3
* xyz -1 1
Pt -0.50410 1.37199 0.09818
Si -0.21458 -0.54720 1.34449
O -1.80993 5.30746 -0.34621
O 2.20095 3.64590 -2.77708
O 1.93546 3.09360 -0.61915
N -0.81984 3.26169 -0.82745
N 0.62486 0.61684 -1.42358
N -1.39665 2.39199 1.61606
C 2.19657 -2.07686 0.96515
C -1.85537 -1.38726 1.81478
C 3.51703 -0.31425 -3.03623
C -2.29144 3.42378 1.02818
C 0.00288 3.74852 -1.91416
C -3.19743 -2.76469 3.30129
C -4.17777 -1.88886 1.29367
C 1.25994 -3.52109 -1.20075
C -4.29156 -2.63951 2.45512
C -1.99705 -2.14538 2.98025
C 1.52405 3.50074 -1.72989
C 0.43321 -2.61768 -0.54979
C 0.88030 -1.87717 0.54802
C -2.97374 -1.26715 0.98411
C 3.11085 0.86074 -2.14346
C 2.56994 -3.69929 -0.77178
C 1.73314 0.74005 -1.70478
C 3.03743 -2.97266 0.31338
C -1.58850 4.10509 -0.15471
H -1.88335 1.81606 2.29487
H 3.42172 -1.26519 -2.51047
H -0.26669 3.23178 -2.84009
H 2.57612 -1.51492 1.81205
H 4.55394 -0.18815 -3.34623
H -3.18223 2.91351 0.66352
H 3.22079 -4.39930 -1.28190
H -5.22963 -3.12162 2.70272
H 0.88709 -4.08160 -2.04999
H -2.89522 -0.66367 0.08518
H 3.19013 1.84557 -2.62141
H 4.05779 -3.10299 0.65471
H -0.58026 -2.47544 -0.91175
H -2.57635 4.16864 1.77081
H -1.14896 -2.25250 3.64858
H -5.02865 -1.78238 0.63121
H 2.89855 -0.35405 -3.93274
H 3.71226 0.91702 -1.23513
H -0.63050 2.85439 2.10039
H -0.16366 4.81382 -2.08051
H -3.28148 -3.34532 4.21255
H 0.43993 -0.36299 2.68995
*
```

Atom charges from the Löwdin analysis, given in e for atoms 1 to 6: number 1, Pt, carries 0.90; number 2, Si, carries 0.49; number 3, O, carries -0.03; number 4, O, carries -0.09; number 5, O, carries -0.09; number 6, N, carries -0.13

DFT (ωB97M-V with the def2-TZVPD basis set) results for C35H26F2IN6O2SeTa as an isolated structure.

Output
LUMO energy = -7.30 eV
HOMO energy = -0.52189 Ha
HOMO-LUMO gap = 6.90 eV

Structure (ORCA input):
```
! wB97M-V def2-TZVPD RIJCOSX def2/J DEFGRID3
* xyz 2 1
Ta -0.08540 -0.13182 -0.96650
I 0.44038 -3.03740 2.05745
Se -0.60802 0.56450 -3.43539
F -1.68903 4.81752 0.66596
F -5.17998 2.10914 -0.78011
O 1.81290 -0.55494 -0.90789
O 3.37530 0.28509 4.04734
N 0.19656 -2.17580 -1.88205
N 0.91385 1.92317 -0.99433
N 0.37705 0.06958 1.21260
N -1.86300 -1.48974 -0.42547
N 1.28071 -1.36070 -4.74347
N 5.26274 0.07867 -0.21725
C 2.12940 2.15089 -1.51438
C 2.91849 -0.18234 -0.24712
C -2.41658 0.57931 3.62709
C 2.81710 3.32801 -1.32029
C 5.17726 0.54645 1.03555
C -1.17481 -3.82276 -3.14210
C -3.28092 -3.24258 -1.39291
C -1.77684 -1.74374 3.64321
C -4.02776 -1.98713 0.50515
C 0.26921 2.93268 -0.36185
C -3.88012 2.29341 -0.56337
C -1.43685 0.84562 2.68292
C -2.83227 -1.26567 0.45910
C 2.22712 4.30398 -0.53191
C 4.17950 -0.29692 -0.86678
C -2.41112 -4.49143 -3.27124
C 3.99462 0.67904 1.72873
C -0.63570 -0.18667 2.21378
C 0.57348 -0.58155 -4.27064
C -3.45816 3.47397 0.00974
C 3.97354 1.20506 3.14506
C 0.93735 4.11447 -0.06412
C -2.99820 1.28441 -0.91699
C 2.81551 0.30646 1.04929
C -1.63140 1.44382 -0.70282
C -3.43148 -4.22507 -2.40234
C -2.59226 -0.71662 4.09666
C 4.33063 -0.80792 -2.26779
C -1.02637 -2.87855 -2.17043
C -2.07398 -2.52823 -1.31634
C -4.27358 -2.94889 -0.43635
C -0.78862 -1.47969 2.70202
C -1.16797 2.68460 -0.21760
C -2.09764 3.64975 0.15740
C 1.55068 0.27985 1.73437
H -3.41680 0.40474 -1.38580
H -2.68692 -0.45589 1.15496
H 2.74645 5.22880 -0.31852
H -5.20999 -3.49287 -0.45011
H 2.54620 1.36509 -2.12685
H -1.28693 1.84873 2.30573
H -4.15309 4.25391 0.28852
H 3.38473 -0.86750 -2.80283
H 4.02637 -0.36824 4.32451
H -4.75088 -1.73962 1.26859
H 0.80587 -2.14312 -2.70369
H -0.34953 -4.05849 -3.80292
H 0.71357 -2.67464 -1.15214
H 3.78723 3.46584 -1.77497
H 4.98826 1.46726 3.44805
H -3.35397 -0.93009 4.83427
H 4.78288 -1.80103 -2.25569
H 1.59611 0.36503 2.81833
H 3.37770 2.11797 3.20221
H 0.44154 4.89592 0.48626
H -1.90119 -2.74614 4.02974
H -2.53219 -5.23381 -4.04703
H -3.03476 1.38401 4.00124
H -4.36986 -4.75965 -2.47022
H 6.11776 0.82160 1.49892
H 5.01610 -0.16111 -2.81411
*
```

Atom charges from the Löwdin analysis, given in e for atoms 1 to 6: number 1, Ta, carries 1.71; number 2, I, carries 1.04; number 3, Se, carries 0.78; number 4, F, carries 0.10; number 5, F, carries 0.11; number 6, O, carries -0.28

Asked for energy above the lowest of the compared OMol25 structures with the same formula, charge and spin across the records above, the calculation gives 11.3; 33.7; 88.2; 3.0; 4.5 kcal per mole in order.